# 1
111
Properties=species:S:1:pos:R:3:forces:R:3:lowdin_charge:R:1 method="wB97M-V/def2-TZVPD" multiplicity=2 de_lowest_kj_mol=16.69 gap_ev="7.2 / 4.4" molar_mass_g_mol=1019.63 e_tot_ha=-3908.8836 e_lumo_ev="0.166 / -2.608"
Ir 0.649 0.766 0.173 -2.169 0.444 0.034 1.19
O 1.363 0.848 2.047 0.257 -0.278 0.584 -0.31
C 0.799 1.099 3.207 0.126 -0.100 -0.166 -0.34
C 1.610 0.982 4.355 -0.093 0.015 0.013 -0.01
C 1.105 1.218 5.611 0.014 -0.030 0.054 -0.08
C -0.234 1.575 5.793 0.033 0.028 0.026 -0.10
C -1.031 1.722 4.683 0.033 -0.013 -0.069 -0.04
C -0.529 1.509 3.393 -0.009 0.037 0.039 -0.14
C -1.353 1.771 2.238 -0.123 -0.557 -0.092 -0.38
N -1.165 1.323 0.999 -0.398 0.676 -0.377 -0.07
C -2.198 1.830 0.231 0.217 -0.270 0.205 -0.17
C -3.017 2.569 1.007 -0.053 -0.022 0.126 -0.06
N -2.476 2.510 2.270 -0.109 0.051 0.090 0.11
H 2.644 0.703 4.211 0.051 -0.043 0.003 0.11
H 1.754 1.110 6.471 0.003 0.013 0.007 0.10
H -0.632 1.743 6.785 -0.008 -0.024 0.001 0.10
H -2.075 1.988 4.811 0.000 0.002 0.017 0.11
H -2.255 1.619 -0.815 0.320 0.085 0.614 0.04
H -3.914 3.116 0.783 0.002 0.017 0.014 0.12
H -2.771 3.042 3.069 -0.039 -0.035 0.000 0.16
C -3.690 0.363 -3.780 -0.009 0.003 -0.011 -0.05
C -2.898 1.195 -2.765 -0.105 -0.118 -0.182 -0.39
C -3.781 2.310 -2.192 -0.185 0.172 -0.264 -0.07
C -1.624 1.760 -3.384 -0.099 0.194 -0.081 -0.18
C -1.826 2.619 -4.457 -0.039 0.007 0.009 -0.04
C -0.773 3.188 -5.142 -0.073 0.016 -0.030 -0.06
C 0.508 2.863 -4.762 0.050 -0.075 0.106 -0.05
C 0.777 2.013 -3.690 -0.173 -0.010 -0.043 -0.17
C 2.240 1.680 -3.498 -0.009 -0.122 -0.051 -0.37
C 3.146 2.915 -3.522 0.029 -0.005 0.060 -0.08
C 2.705 0.733 -4.617 -0.002 -0.042 0.172 -0.06
C -0.307 1.489 -2.958 -0.011 -0.285 0.269 -0.21
N -0.176 0.545 -1.811 0.381 -0.221 -0.698 -0.03
C -0.732 -0.580 -2.178 0.256 -0.012 -0.060 -0.15
C -0.964 -1.840 -1.569 0.101 -0.058 0.005 -0.16
C -1.543 -2.784 -2.455 0.048 -0.201 0.074 -0.05
C -1.756 -4.086 -2.105 -0.078 -0.016 -0.177 -0.10
C -1.381 -4.493 -0.813 0.083 0.084 0.098 -0.08
C -0.858 -3.609 0.086 -0.044 -0.115 -0.144 -0.06
C -0.625 -2.233 -0.237 0.145 0.297 0.040 -0.28
N -0.096 -1.380 0.644 0.364 -0.066 0.320 0.01
C -0.258 -1.788 2.025 -0.134 0.121 -0.276 -0.17
C -1.567 -1.710 2.578 0.069 0.071 0.142 -0.13
C -1.747 -1.933 3.938 -0.026 0.027 -0.032 -0.05
C -0.689 -2.254 4.765 0.001 0.006 0.021 -0.07
C 0.545 -2.462 4.192 0.080 -0.017 0.029 -0.05
C 0.787 -2.286 2.828 -0.091 -0.068 0.106 -0.12
C 2.165 -2.809 2.408 -0.081 0.104 -0.016 -0.34
C 2.274 -3.351 0.994 0.165 0.036 0.018 -0.05
C 3.287 -1.821 2.725 0.051 0.027 -0.045 -0.05
C -2.847 -1.450 1.782 0.041 0.020 -0.035 -0.34
C -3.623 -2.751 1.524 -0.008 -0.005 -0.050 -0.05
C -3.822 -0.515 2.515 -0.001 0.003 -0.026 -0.07
H -4.532 -0.129 -3.290 -0.009 0.000 0.008 0.09
H -3.069 -0.406 -4.242 -0.008 -0.007 0.016 0.07
H -4.089 0.987 -4.581 0.012 0.012 -0.017 0.08
H -2.646 0.505 -1.960 -0.127 0.041 -0.173 0.10
H -4.232 2.893 -2.996 -0.019 -0.010 -0.031 0.08
H -3.207 2.999 -1.572 -0.173 0.073 -0.236 0.05
H -4.591 1.885 -1.596 -0.006 -0.015 0.007 0.09
H -2.839 2.843 -4.764 -0.028 0.004 -0.006 0.11
H -0.952 3.852 -5.978 0.003 0.012 0.011 0.11
H 1.343 3.266 -5.319 -0.004 0.017 -0.008 0.11
H 2.361 1.187 -2.541 -0.003 -0.108 0.228 0.09
H 3.302 3.266 -4.544 0.022 -0.012 0.007 0.07
H 4.125 2.663 -3.111 0.019 0.018 -0.005 0.08
H 2.735 3.735 -2.944 -0.022 0.044 0.061 0.03
H 2.757 1.277 -5.562 -0.004 -0.034 0.000 0.08
H 2.031 -0.107 -4.763 -0.106 -0.136 0.045 0.07
H 3.699 0.341 -4.392 0.055 0.013 -0.038 0.08
H -1.069 -0.601 -3.212 0.001 0.082 0.014 0.12
H -1.804 -2.458 -3.455 0.001 0.046 0.002 0.11
H -2.188 -4.781 -2.810 -0.003 -0.031 0.022 0.10
H -1.514 -5.527 -0.515 -0.004 -0.018 0.002 0.11
H -0.588 -3.948 1.075 -0.079 -0.019 0.024 0.12
H -2.742 -1.849 4.358 0.007 0.006 0.009 0.11
H -0.836 -2.389 5.828 0.000 -0.013 0.006 0.10
H 1.365 -2.813 4.809 -0.001 0.003 0.028 0.11
H 2.316 -3.668 3.071 0.047 -0.007 -0.046 0.13
H 2.137 -2.565 0.263 -0.061 -0.042 0.228 0.03
H 1.547 -4.139 0.805 0.015 0.024 -0.043 0.07
H 3.271 -3.772 0.839 0.018 -0.030 0.037 0.09
H 3.087 -0.849 2.280 -0.075 0.086 -0.044 0.05
H 4.240 -2.190 2.340 0.026 -0.040 0.053 0.08
H 3.383 -1.684 3.804 -0.002 0.060 -0.012 0.08
H -2.586 -0.999 0.825 0.025 0.010 0.011 0.11
H -3.801 -3.265 2.472 -0.020 0.007 0.010 0.09
H -3.109 -3.434 0.858 0.021 -0.001 0.003 0.05
H -4.595 -2.518 1.083 -0.006 0.008 -0.005 0.08
H -4.455 -1.081 3.201 0.000 0.007 0.012 0.08
H -4.482 -0.024 1.798 -0.012 -0.002 -0.012 0.08
H -3.314 0.244 3.097 0.091 0.142 0.038 0.06
C 3.875 1.816 1.247 0.065 -0.622 0.066 -0.07
C 3.699 0.677 0.289 -4.332 0.796 -0.142 -0.28
C 4.770 -0.056 -0.128 1.878 -3.424 -2.710 0.02
C 4.305 -1.042 -1.055 3.748 1.283 1.765 -0.02
C 2.970 -0.905 -1.160 -2.372 1.456 0.742 -0.28
C 2.192 -1.819 -2.038 0.182 0.186 -0.208 0.00
N 2.529 0.182 -0.328 2.461 -0.041 0.163 -0.07
H 4.693 1.551 1.920 0.047 -0.095 0.015 0.10
H 3.002 2.034 1.846 -0.085 -0.004 -0.148 0.05
H 4.167 2.721 0.724 0.216 -0.195 -0.088 0.01
H 5.785 0.108 0.198 0.037 -0.041 -0.036 0.12
H 4.887 -1.783 -1.578 0.085 0.052 0.068 0.12
H 2.918 -2.377 -2.630 -0.003 -0.043 0.029 0.10
H 1.545 -1.308 -2.737 -0.193 0.259 -0.010 0.07
H 1.599 -2.544 -1.490 -0.164 0.112 0.029 0.08
Cl 0.242 4.131 1.680 0.156 0.122 0.067 0.34
Si 0.875 3.115 -0.041 -0.095 -0.449 0.212 -0.55
Cl 2.674 4.116 -0.305 0.083 0.415 -0.495 0.32
Cl -0.315 4.053 -1.464 -0.059 0.297 0.105 0.37

***

# 2
115
Properties=species:S:1:pos:R:3:forces:R:3:lowdin_charge:R:1 method="wB97M-V/def2-TZVPD" charge=-2 de_lowest_kj_mol=11.56 gap_ev=5.2 molar_mass_g_mol=885.11 e_tot_ha=-4055.3844 e_lumo_ev=3.653
K 0.791 0.058 -0.539 -0.049 -0.108 0.048 0.48
C 2.127 1.794 3.878 0.005 -0.006 0.013 -0.15
C 0.827 2.397 3.343 -0.025 -0.002 -0.016 -0.56
C 0.073 3.121 4.457 0.005 0.002 0.018 -0.13
P -0.087 1.074 2.392 0.087 0.023 -0.007 1.08
C -0.975 0.178 3.780 -0.025 0.012 0.016 -0.53
C -0.974 -1.332 3.538 -0.005 -0.013 0.016 -0.12
C -2.385 0.677 4.080 -0.009 0.000 -0.004 -0.11
C -1.363 2.037 1.506 0.007 -0.004 0.032 -0.31
C -1.419 3.427 1.459 -0.013 0.012 -0.020 -0.07
C -2.350 4.105 0.683 0.036 0.007 0.016 -0.30
C -2.290 5.603 0.552 -0.006 0.017 0.005 -0.06
C -3.256 3.347 -0.050 -0.007 -0.030 -0.024 -0.06
C -3.203 1.967 -0.047 -0.020 0.033 0.001 -0.04
C -2.239 1.275 0.704 -0.033 -0.038 -0.007 -0.35
N -2.028 -0.087 0.610 -0.017 0.074 0.049 0.00
C -3.041 -0.962 0.686 -0.021 -0.147 0.031 -0.36
C -4.347 -0.675 1.183 0.010 -0.002 -0.003 -0.05
C -5.292 -1.661 1.373 -0.025 0.025 0.021 -0.08
C -5.043 -2.999 1.071 0.064 -0.012 -0.027 -0.31
C -6.060 -4.079 1.325 -0.019 -0.007 0.006 -0.09
C -3.794 -3.288 0.528 -0.059 -0.021 0.016 -0.09
C -2.811 -2.332 0.316 0.021 0.072 -0.015 -0.32
P -1.229 -2.641 -0.542 -0.037 0.025 -0.010 1.08
C -1.757 -2.453 -2.332 -0.011 -0.073 0.012 -0.54
C -1.548 -1.000 -2.767 0.111 0.066 -0.057 -0.14
C -3.187 -2.885 -2.650 -0.005 -0.003 0.003 -0.12
C -0.871 -4.472 -0.387 0.004 -0.028 -0.020 -0.56
C -0.807 -4.838 1.097 0.017 -0.015 0.027 -0.13
C -1.624 -5.527 -1.197 -0.019 -0.023 -0.010 -0.13
H 2.716 2.547 4.412 -0.001 0.000 -0.006 0.07
H 1.925 0.979 4.583 -0.005 0.007 -0.002 0.06
H 2.734 1.401 3.061 0.000 0.004 -0.005 0.04
H 1.101 3.118 2.566 0.018 0.000 -0.003 0.09
H -0.162 2.441 5.280 0.007 -0.011 -0.002 0.06
H 0.687 3.928 4.871 -0.003 0.002 -0.006 0.07
H -0.865 3.553 4.109 0.004 -0.002 0.002 0.06
H -0.345 0.372 4.657 0.017 0.009 0.002 0.08
H -1.525 -1.582 2.632 -0.001 0.003 0.006 0.05
H 0.042 -1.716 3.422 0.000 0.009 0.001 0.04
H -1.441 -1.855 4.381 0.004 0.001 -0.002 0.07
H -3.050 0.444 3.249 -0.005 0.000 -0.014 0.06
H -2.782 0.182 4.973 0.001 -0.001 -0.001 0.07
H -2.415 1.756 4.237 -0.001 -0.009 -0.001 0.06
H -0.697 4.020 2.008 0.005 0.000 -0.010 0.10
H -2.061 6.082 1.507 0.005 -0.005 -0.002 0.07
H -1.509 5.887 -0.158 0.003 -0.005 -0.001 0.07
H -3.240 6.006 0.191 0.000 -0.004 0.002 0.06
H -3.982 3.852 -0.680 -0.003 -0.008 -0.004 0.10
H -3.879 1.394 -0.672 -0.007 0.012 -0.002 0.11
H -4.592 0.347 1.442 0.005 0.007 0.002 0.09
H -6.263 -1.382 1.776 0.005 0.005 0.000 0.10
H -7.074 -3.670 1.337 0.003 0.002 -0.004 0.06
H -6.027 -4.850 0.549 0.006 0.002 0.002 0.06
H -5.905 -4.583 2.285 0.002 0.005 -0.001 0.07
H -3.597 -4.314 0.241 0.002 0.006 -0.005 0.08
H -1.052 -3.078 -2.895 0.008 -0.005 0.008 0.10
H -2.014 -0.303 -2.065 0.015 -0.002 -0.017 0.06
H -0.482 -0.769 -2.854 -0.099 -0.024 0.055 0.02
H -1.991 -0.831 -3.753 -0.008 -0.005 -0.001 0.08
H -3.900 -2.216 -2.164 0.002 0.007 -0.005 0.08
H -3.358 -2.836 -3.731 0.000 -0.005 0.002 0.07
H -3.415 -3.896 -2.312 0.003 0.015 -0.010 0.05
H 0.160 -4.494 -0.763 -0.004 0.013 -0.006 0.07
H -1.805 -4.914 1.530 0.007 0.002 -0.012 0.06
H -0.300 -5.799 1.239 -0.009 -0.002 0.002 0.07
H -0.266 -4.080 1.669 0.006 0.000 -0.012 0.06
H -2.654 -5.663 -0.869 0.000 0.011 0.007 0.05
H -1.643 -5.281 -2.259 0.017 -0.003 0.003 0.06
H -1.122 -6.496 -1.094 0.003 0.004 0.011 0.07
C 3.986 2.734 -6.689 -0.004 -0.023 -0.043 -0.06
C 3.192 3.001 -5.439 -0.023 -0.032 0.030 -0.27
C 3.228 4.237 -4.806 0.013 0.032 0.026 -0.05
C 2.485 4.478 -3.655 0.037 0.043 0.005 -0.07
C 1.694 3.474 -3.126 -0.034 -0.009 -0.011 -0.27
C 1.642 2.233 -3.752 -0.014 -0.005 0.003 -0.04
C 2.383 2.001 -4.896 0.033 0.028 -0.032 -0.03
S 0.772 3.704 -1.613 0.109 -0.053 -0.064 0.55
O 0.911 5.111 -1.268 0.008 0.000 0.031 -0.35
O -0.564 3.231 -1.882 0.016 -0.022 0.013 -0.31
N 1.444 2.690 -0.604 0.049 0.182 -0.049 -0.18
C 2.759 2.781 -0.247 -0.105 -0.086 0.039 -0.41
C 3.578 3.930 -0.367 0.076 -0.037 0.037 -0.03
C 4.896 3.859 0.024 -0.038 0.018 -0.012 -0.10
C 5.411 2.673 0.541 0.005 0.009 0.004 -0.11
C 4.538 1.604 0.639 -0.027 -0.041 0.011 -0.18
N 3.263 1.635 0.270 -0.031 0.128 -0.021 0.08
H 4.922 3.296 -6.690 -0.004 0.014 0.013 0.07
H 3.420 3.035 -7.575 0.008 0.001 0.002 0.08
H 4.209 1.671 -6.788 -0.014 0.007 0.008 0.04
H 3.857 5.024 -5.211 -0.002 0.004 0.006 0.10
H 2.514 5.439 -3.158 -0.007 -0.001 -0.014 0.10
H 1.021 1.447 -3.341 -0.022 -0.007 0.013 0.10
H 2.357 1.030 -5.375 -0.002 -0.003 0.003 0.09
H 3.152 4.847 -0.743 -0.011 -0.002 0.004 0.08
H 5.529 4.736 -0.071 -0.001 0.001 -0.002 0.09
H 6.443 2.582 0.852 0.000 -0.010 0.002 0.08
H 4.884 0.652 1.035 0.002 0.004 0.003 0.10
N 3.531 -6.525 3.405 0.007 -0.003 -0.002 0.14
C 3.262 -5.533 2.891 -0.010 -0.005 0.013 -0.18
C 2.929 -4.284 2.252 0.020 -0.035 0.023 -0.24
C 2.673 -4.241 0.889 -0.021 0.050 -0.028 -0.01
C 2.353 -3.013 0.323 0.061 -0.042 0.079 -0.14
N 2.288 -1.889 1.034 0.015 0.008 -0.105 0.07
C 2.541 -1.941 2.336 -0.041 0.012 0.032 -0.13
C 2.864 -3.114 3.001 0.007 0.008 -0.028 -0.01
H 2.714 -5.136 0.284 0.002 -0.001 -0.001 0.12
H 2.148 -2.911 -0.737 -0.012 -0.014 -0.014 0.06
H 2.462 -1.000 2.871 0.001 -0.002 -0.003 0.09
H 3.055 -3.122 4.065 -0.005 0.005 0.002 0.11
N 1.966 -1.623 -2.594 0.112 0.141 -0.016 0.08
C 2.673 -1.819 -3.501 -0.189 -0.181 -0.136 -0.39
N 3.458 -2.192 -4.475 0.065 0.112 0.029 0.02
C 3.591 -1.451 -5.551 -0.002 -0.064 0.077 -0.45
N 3.774 -0.873 -6.545 0.007 -0.002 -0.008 0.06